Record 1
{
  "formula": "C5H8O2",
  "method": "wB97M-V/def2-TZVPD",
  "orbital_gap_ev": 9.1,
  "smiles": "O=C1CC1.C=CO",
  "de_lowest_kj_mol": 490.87,
  "total_charge": 0,
  "lumo_energy_ha": 0.0258,
  "species": ["O", "C", "C", "C", "H", "H", "H", "H", "C", "C", "O", "H", "H", "H", "H"],
  "coordinates": [[0.89, 1.12, -1.38], [1.02, 0.01, -0.94], [0.37, -1.20, -0.38], [1.75, -1.24, -1.08], [0.39, -1.46, 0.68], [-0.53, -1.54, -0.89], [1.81, -1.61, -2.10], [2.60, -1.47, -0.44], [-0.15, 0.97, 1.40], [-1.23, 1.10, 0.62], [-2.36, 0.40, 0.76], [-0.23, 2.08, 1.53], [-0.16, 0.17, 2.14], [-1.12, 1.75, -0.25], [-3.05, 0.91, 0.32]],
  "lowdin_charge": [0.094, -0.429, -0.082, -0.046, 0.099, 0.114, 0.107, 0.109, -0.048, -0.341, 0.034, 0.101, 0.066, 0.118, 0.106]
}



Record 2
{
  "formula": "C5H10O2",
  "method": "wB97M-V/def2-TZVPD",
  "orbital_gap_ev": 10.5,
  "smiles": "CCO[C@@H](C)C=O",
  "de_lowest_kj_mol": 252.69,
  "total_charge": 0,
  "lumo_energy_ha": 0.0386,
  "species": ["C", "C", "O", "C", "C", "C", "O", "H", "H", "H", "H", "H", "H", "H", "H", "H", "H"],
  "coordinates": [[0.08, 2.57, 0.90], [0.66, 1.19, 0.52], [-0.32, 0.10, 0.57], [0.10, -1.15, -0.20], [-0.51, -2.58, -0.03], [-0.43, -0.54, -1.46], [0.28, -0.18, -2.36], [-0.37, 2.55, 1.89], [0.90, 3.33, 0.93], [-0.65, 2.90, 0.16], [1.08, 1.29, -0.49], [1.45, 0.96, 1.23], [1.20, -1.25, -0.24], [-0.21, -3.24, -0.89], [-0.14, -3.09, 0.86], [-1.60, -2.57, -0.06], [-1.51, -0.30, -1.33]],
  "lowdin_charge": [-0.071, -0.237, -0.147, -0.277, -0.027, -0.288, 0.056, 0.070, 0.084, 0.073, 0.109, 0.112, 0.150, 0.101, 0.069, 0.075, 0.149]
}



Record 3
{
  "formula": "C4H6FO4Tl",
  "method": "wB97M-V/def2-TZVPD",
  "orbital_gap_ev": 8.9,
  "de_lowest_kj_mol": 85.59,
  "total_charge": 0,
  "lumo_energy_ha": 0.0129,
  "species": ["C", "O", "Tl", "H", "H", "H", "C", "O", "C", "C", "O", "O", "F", "H", "H", "H"],
  "coordinates": [[-2.39, 0.10, 0.39], [-1.40, 0.60, -0.44], [-1.45, 0.47, -2.61], [-2.49, -1.00, 0.28], [-2.19, 0.29, 1.47], [-3.38, 0.56, 0.20], [0.30, -0.67, -0.90], [1.36, 0.17, -1.22], [2.03, 0.55, -0.06], [1.40, -0.31, 1.04], [0.45, -1.11, 0.36], [-0.22, -1.31, -1.81], [1.81, 1.88, 0.18], [3.11, 0.43, -0.20], [2.13, -0.97, 1.53], [0.90, 0.32, 1.78]],
  "lowdin_charge": [-0.262, -0.540, 0.978, 0.081, 0.077, 0.072, -0.640, 0.084, -0.297, -0.034, 0.062, -0.083, 0.048, 0.169, 0.139, 0.146]
}



Record 4
{
  "formula": "C29H84N4O13",
  "method": "wB97M-V/def2-TZVPD",
  "orbital_gap_ev": 9.2,
  "de_lowest_kj_mol": 143.89,
  "total_charge": 0,
  "lumo_energy_ha": 0.0106,
  "species": ["O", "H", "H", "O", "H", "H", "C", "O", "N", "N", "H", "H", "H", "H", "C", "O", "N", "N", "H", "H", "H", "H", "C", "C", "C", "O", "H", "H", "H", "H", "H", "H", "H", "H", "C", "C", "C", "O", "H", "H", "H", "H", "H", "H", "H", "H", "C", "C", "C", "O", "H", "H", "H", "H", "H", "H", "H", "H", "C", "C", "C", "O", "H", "H", "H", "H", "H", "H", "H", "H", "C", "C", "C", "O", "H", "H", "H", "H", "H", "H", "H", "H", "C", "C", "C", "O", "H", "H", "H", "H", "H", "H", "H", "H", "C", "C", "C", "O", "H", "H", "H", "H", "H", "H", "H", "H", "C", "C", "C", "O", "H", "H", "H", "H", "H", "H", "H", "H", "C", "C", "C", "O", "H", "H", "H", "H", "H", "H", "H", "H"],
  "coordinates": [[1.70, 1.31, -1.35], [0.87, 1.19, -0.85], [2.11, 2.06, -0.93], [-4.87, 0.30, 1.96], [-5.39, 0.17, 2.76], [-4.76, 1.26, 1.89], [-2.99, 4.18, 1.46], [-4.00, 4.37, 0.78], [-2.85, 4.64, 2.67], [-1.92, 3.54, 1.00], [-3.58, 5.31, 2.86], [-1.88, 4.93, 2.77], [-2.13, 2.85, 0.31], [-1.26, 3.20, 1.66], [3.44, -0.07, -4.68], [3.96, 1.04, -4.95], [3.81, -1.15, -5.31], [2.52, -0.23, -3.73], [3.56, -2.04, -4.95], [4.61, -1.01, -5.93], [2.39, 0.60, -3.14], [2.32, -1.13, -3.33], [1.41, 5.57, 1.43], [1.23, 4.42, 0.44], [0.64, 4.80, -0.92], [2.42, 3.67, 0.14], [2.26, 6.17, 1.17], [1.47, 5.17, 2.45], [0.49, 6.13, 1.41], [0.57, 3.66, 0.86], [0.35, 3.96, -1.54], [1.41, 5.39, -1.45], [-0.26, 5.42, -0.89], [3.15, 4.30, 0.16], [1.52, -3.66, 2.13], [2.89, -4.23, 2.76], [3.62, -3.09, 3.50], [2.49, -5.21, 3.64], [1.02, -3.07, 2.92], [0.88, -4.44, 1.65], [1.83, -2.95, 1.37], [3.47, -4.74, 1.97], [4.01, -2.40, 2.77], [4.49, -3.47, 4.05], [3.01, -2.51, 4.19], [2.87, -5.18, 4.52], [0.70, -4.73, -2.83], [1.36, -4.14, -4.07], [0.49, -3.15, -4.80], [2.60, -3.50, -3.75], [-0.27, -5.15, -3.06], [0.52, -3.89, -2.16], [1.25, -5.52, -2.30], [1.65, -4.99, -4.73], [-0.22, -3.81, -5.30], [1.06, -2.62, -5.55], [-0.09, -2.44, -4.21], [3.14, -4.18, -3.37], [2.33, 1.60, 3.36], [1.32, 0.48, 3.27], [1.04, -0.09, 4.68], [0.04, 0.89, 2.71], [3.37, 1.25, 3.27], [2.21, 2.20, 4.24], [2.22, 2.26, 2.47], [1.63, -0.32, 2.56], [0.70, 0.69, 5.34], [1.98, -0.46, 5.07], [0.39, -0.95, 4.76], [-0.54, 1.04, 3.44], [-3.51, -2.40, 5.52], [-3.91, -0.95, 5.78], [-3.01, 0.01, 4.99], [-5.23, -0.56, 5.52], [-2.44, -2.42, 5.30], [-4.01, -2.74, 4.62], [-3.70, -3.09, 6.36], [-3.71, -0.87, 6.85], [-2.90, -0.30, 3.96], [-1.99, -0.12, 5.38], [-3.28, 1.07, 5.01], [-5.77, -1.16, 6.05], [-0.37, -1.35, -0.91], [-1.49, -0.48, -0.35], [-2.11, -1.16, 0.86], [-0.93, 0.76, 0.08], [-0.80, -2.33, -1.16], [0.38, -1.46, -0.13], [0.20, -0.93, -1.77], [-2.19, -0.21, -1.15], [-2.54, -2.13, 0.60], [-2.83, -0.55, 1.40], [-1.28, -1.40, 1.54], [-0.74, 0.60, 1.01], [3.87, -1.11, -0.18], [5.18, -0.36, -0.23], [4.96, 1.13, -0.51], [5.74, -0.45, 1.11], [3.29, -0.73, -1.07], [3.31, -0.73, 0.68], [3.94, -2.16, -0.28], [5.83, -0.72, -1.04], [5.72, 1.83, -0.17], [4.03, 1.47, -0.02], [4.85, 1.09, -1.65], [6.33, -1.22, 1.18], [0.70, 3.01, -4.53], [-0.49, 2.05, -4.73], [-1.03, 1.60, -3.39], [-1.58, 2.72, -5.27], [1.47, 2.50, -3.93], [0.34, 3.92, -3.93], [1.19, 3.41, -5.43], [-0.15, 1.17, -5.28], [-2.01, 1.11, -3.37], [-1.12, 2.48, -2.77], [-0.36, 0.92, -2.86], [-1.41, 3.05, -6.17], [-4.51, -1.40, -3.31], [-5.90, -1.21, -2.67], [-5.73, -0.41, -1.38], [-6.72, -0.73, -3.66], [-4.18, -0.39, -3.54], [-4.52, -1.92, -4.28], [-3.79, -1.87, -2.62], [-6.20, -2.20, -2.31], [-5.67, 0.70, -1.55], [-4.80, -0.68, -0.89], [-6.53, -0.49, -0.64], [-7.65, -0.66, -3.39]],
  "lowdin_charge": [-0.069, 0.032, -0.005, -0.053, 0.038, 0.045, -0.754, 0.015, 0.162, 0.185, 0.119, 0.109, 0.093, 0.079, -0.720, -0.031, 0.171, 0.182, 0.055, 0.121, 0.062, 0.074, -0.030, -0.476, -0.050, -0.082, 0.078, 0.076, 0.074, 0.095, 0.047, 0.097, 0.080, 0.098, -0.036, -0.478, -0.046, -0.057, 0.068, 0.087, 0.033, 0.135, 0.057, 0.085, 0.062, 0.094, -0.048, -0.488, -0.044, -0.070, 0.080, 0.058, 0.087, 0.142, 0.084, 0.079, 0.079, 0.084, -0.039, -0.429, -0.055, -0.077, 0.093, 0.075, 0.077, 0.134, 0.078, 0.073, 0.065, 0.070, -0.049, -0.510, -0.055, -0.031, 0.073, 0.077, 0.082, 0.126, 0.057, 0.063, 0.089, 0.098, -0.049, -0.461, -0.043, -0.086, 0.077, 0.070, 0.068, 0.124, 0.088, 0.051, 0.076, 0.037, -0.068, -0.472, -0.049, -0.081, 0.070, 0.068, 0.063, 0.137, 0.076, 0.057, 0.111, 0.088, -0.046, -0.505, -0.057, -0.052, 0.052, 0.092, 0.080, 0.134, 0.077, 0.073, 0.043, 0.110, -0.058, -0.533, -0.064, -0.022, 0.071, 0.080, 0.072, 0.129, 0.102, 0.048, 0.070, 0.104]
}